(1)
# C27H42Cl2I2MnN4OSSi3

A molecular structure, C27H42Cl2I2MnN4OSSi3 (the ωB97M-V functional and the def2-TZVPD basis, the OMol25 dataset).

Geometry as XYZ:
```
83
Properties=species:S:1:pos:R:3:mulliken_spin:R:1
Mn 0.359 -0.571 0.287 4.56
C -1.142 3.115 1.805 0.00
Si -1.607 1.358 2.226 0.02
C -3.377 1.471 2.861 -0.02
C -0.523 0.767 3.637 0.00
C -1.538 0.149 0.754 -0.37
Si -2.135 1.003 -0.842 -0.04
C -0.956 2.351 -1.413 0.00
C -2.304 -0.250 -2.239 0.01
C -3.794 1.858 -0.642 -0.01
Si -2.583 -1.368 1.132 0.02
C -4.381 -1.308 0.609 -0.01
C -2.632 -2.078 2.865 0.00
C -1.738 -2.669 0.035 0.01
C -2.326 -3.861 -0.373 0.00
C -1.687 -4.679 -1.288 0.01
C -0.461 -4.279 -1.797 -0.01
C 0.089 -3.097 -1.348 0.03
N -0.519 -2.319 -0.439 -0.18
H -1.016 3.665 2.743 0.00
H -1.923 3.622 1.236 0.00
H -0.208 3.173 1.254 0.00
H -3.390 2.236 3.643 0.00
H -3.774 0.558 3.303 0.00
H -4.067 1.797 2.081 0.00
H -0.633 1.444 4.488 0.00
H 0.527 0.770 3.335 0.01
H -0.807 -0.234 3.968 0.00
H 0.085 2.142 -1.167 0.01
H -1.219 3.307 -0.961 0.00
H -1.049 2.464 -2.497 0.00
H -1.334 -0.697 -2.472 0.00
H -2.671 0.264 -3.132 0.00
H -3.001 -1.060 -2.018 0.00
H -3.733 2.693 0.058 0.00
H -4.612 1.211 -0.331 0.00
H -4.058 2.279 -1.617 0.00
H -4.921 -0.564 1.197 0.00
H -4.839 -2.278 0.824 0.00
H -4.535 -1.089 -0.446 0.00
H -3.294 -1.514 3.521 0.00
H -1.666 -2.168 3.349 0.00
H -3.053 -3.085 2.778 0.00
H -3.298 -4.131 0.018 0.00
H -2.143 -5.605 -1.614 0.00
H 0.065 -4.866 -2.537 0.00
H 1.027 -2.739 -1.745 -0.01
I 2.590 3.911 1.438 0.00
C 3.401 2.050 1.006 0.01
C 4.808 1.938 0.937 -0.01
C 5.416 0.747 0.669 0.01
I 7.499 0.672 0.602 0.00
C 4.628 -0.415 0.458 -0.01
C 5.135 -1.711 0.233 0.01
C 4.278 -2.768 0.106 0.00
C 2.899 -2.536 0.166 0.03
N 2.387 -1.336 0.330 -0.01
C 3.227 -0.279 0.508 0.01
C 2.585 0.963 0.793 -0.06
O 1.259 0.991 0.859 -0.09
H 5.404 2.823 1.111 0.00
H 6.205 -1.860 0.184 0.00
H 4.644 -3.774 -0.039 0.00
H 2.205 -3.362 0.086 0.00
Cl 0.827 -2.575 2.789 0.01
C 1.764 -1.941 4.172 0.00
Cl 3.371 -1.391 3.719 0.00
H 1.860 -2.753 4.882 0.00
H 1.210 -1.105 4.581 0.00
C -0.088 2.087 -5.222 0.00
N 0.250 1.046 -4.271 0.01
C 1.248 1.107 -3.382 0.03
S 1.531 -0.217 -2.338 0.01
N 2.009 2.199 -3.396 0.01
C 3.124 2.480 -2.505 0.00
H -0.955 1.766 -5.791 0.00
H 0.729 2.269 -5.925 0.00
H -0.343 3.022 -4.715 0.00
H -0.294 0.202 -4.249 0.00
H 1.770 2.926 -4.052 0.00
H 3.268 1.630 -1.846 0.00
H 2.909 3.365 -1.905 0.00
H 4.033 2.643 -3.083 0.00
```

## Properties
Spin multiplicity: 5
Highest occupied orbital energy (alpha / beta): -10.24 / -10.32 eV
Charge: +1
E: -5281.756784 Eh
Max |F|: 0.00579 Eh/bohr
ΔE to the lowest compared entry with this formula, charge and spin: 0.131 eV
LUMO energy (alpha / beta): -3.6 / -3.0 eV

=====

(2)
# C30H29AuN5O4

A molecular structure, C30H29AuN5O4 (the ωB97M-V functional and the def2-TZVPD basis, the OMol25 dataset).

Geometry as XYZ:
```
69
Properties=species:S:1:pos:R:3:nbo_charge:R:1
Au 0.737 -0.377 -0.717 1.33
C -0.129 -2.962 1.536 -0.65
C -0.317 -3.829 0.341 0.09
C -1.151 -4.919 0.409 -0.25
C -1.314 -5.763 -0.684 -0.16
C -0.649 -5.509 -1.879 -0.21
C 0.220 -4.452 -2.011 0.02
C 0.802 -4.159 -3.358 -0.65
C 0.439 -3.595 -0.868 0.09
N 1.301 -2.556 -0.904 -0.66
C 2.490 -2.717 -1.647 0.63
O 3.108 -3.752 -1.653 -0.54
C 2.970 -1.501 -2.377 0.11
C 4.087 -1.456 -3.194 -0.17
C 4.385 -0.243 -3.810 -0.12
C 3.599 0.880 -3.593 -0.18
C 2.502 0.759 -2.751 0.14
N 2.235 -0.418 -2.210 -0.42
C 1.596 1.906 -2.338 0.62
O 1.778 3.014 -2.808 -0.56
N 0.643 1.543 -1.454 -0.69
C -0.158 2.520 -0.810 0.18
C -1.546 2.421 -0.958 -0.03
C -2.157 1.383 -1.850 -0.63
C -2.355 3.320 -0.269 -0.23
C -1.795 4.297 0.542 -0.20
C -0.417 4.366 0.688 -0.21
C 0.424 3.480 0.023 -0.01
C 1.904 3.547 0.233 -0.65
H -0.605 -3.415 2.405 0.23
H -0.583 -1.982 1.391 0.20
H 0.925 -2.805 1.756 0.22
H -1.678 -5.130 1.330 0.22
H -1.977 -6.614 -0.611 0.22
H -0.842 -6.144 -2.734 0.22
H 0.170 -4.601 -4.127 0.23
H 1.805 -4.570 -3.464 0.24
H 0.855 -3.086 -3.550 0.20
H 4.694 -2.339 -3.334 0.27
H 5.249 -0.174 -4.456 0.25
H 3.815 1.839 -4.041 0.27
H -1.800 1.486 -2.875 0.24
H -3.242 1.473 -1.849 0.23
H -1.914 0.361 -1.532 0.20
H -3.431 3.257 -0.373 0.23
H -2.437 4.995 1.062 0.24
H 0.021 5.121 1.329 0.22
H 2.135 4.155 1.105 0.23
H 2.407 3.974 -0.636 0.25
H 2.319 2.548 0.396 0.20
O -4.719 3.460 2.402 -0.72
C -4.185 2.805 3.527 0.11
N -2.928 2.252 3.083 -0.62
C -2.235 1.416 3.878 0.65
O -2.624 1.055 4.975 -0.59
C -0.925 0.910 3.335 -0.16
C 0.037 0.484 4.243 -0.07
C 1.248 0.013 3.765 -0.24
C 1.438 -0.050 2.396 0.07
N 0.506 0.332 1.520 -0.52
C -0.651 0.810 1.983 0.07
H -5.551 3.872 2.652 0.49
H -4.827 1.991 3.874 0.18
H -4.020 3.505 4.355 0.17
H -2.526 2.644 2.243 0.42
H -0.186 0.529 5.300 0.26
H 2.033 -0.309 4.433 0.25
H 2.371 -0.410 1.980 0.22
H -1.377 1.112 1.237 0.23
```

## Properties
Highest occupied orbital energy (alpha / beta): -10.38 / -10.38 eV
Charge: +1
E: -1870.795577 Eh
Max |F|: 0.05536 Eh/bohr
LUMO energy (alpha / beta): -6.0 / -6.0 eV